C4H6N2O | wB97M-V/def2-TZVPD

CARTESIAN COORDINATES (ANGSTROEM)
C: -2.308 0.176 -0.084
O: -1.395 -0.055 1.002
C: -0.077 0.088 0.643
N: 0.319 1.312 0.826
N: 2.150 0.874 -0.053
C: 1.968 -0.406 -0.271
C: 0.735 -0.912 0.095
H: -2.966 -0.696 -0.154
H: -2.903 1.074 0.114
H: -1.761 0.301 -1.023
H: 3.089 1.210 -0.338
H: 2.739 -1.042 -0.725
H: 0.409 -1.924 -0.032

E   -340.6165 hartree
ΔE to the lowest compared entry with this formula, charge and spin   4.855 eV
Gap between HOMO and LUMO (alpha / beta)   7.7 / 7.7 eV
HOMO energy (alpha / beta)   -8.434 / -8.434 eV

---

C4H6N2O | wB97M-V/def2-TZVPD

CARTESIAN COORDINATES (ANGSTROEM)
N: 2.005 0.315 0.162
C: 0.603 0.060 0.230
C: -0.027 -1.148 0.681
C: -1.328 -1.143 0.263
N: -1.536 0.045 -0.399
C: -0.392 0.785 -0.407
O: -0.517 2.034 -0.934
H: 2.485 -0.551 -0.070
H: 2.434 0.706 0.990
H: 0.455 -1.928 1.258
H: -2.113 -1.885 0.337
H: -2.391 0.363 -0.821
H: 0.322 2.348 -1.289

E   -340.7554 hartree
ΔE to the lowest compared entry with this formula, charge and spin   1.075 eV
Gap between HOMO and LUMO   8.5 eV
Structure (SMILES)   Nc1cc[nH]c1O
HOMO energy   -7.598 eV

---

C4H6N2O | wB97M-V/def2-TZVPD

CARTESIAN COORDINATES (ANGSTROEM)
N: -1.798 0.820 -0.170
C: -0.640 0.067 -0.123
C: -0.462 -1.255 -0.220
N: 0.960 -1.498 -0.240
C: 1.748 -0.450 -0.159
O: 0.968 1.499 1.023
C: 0.741 0.704 -0.127
H: -2.654 0.293 -0.056
H: -1.777 1.642 0.419
H: -1.169 -2.074 -0.270
H: 1.326 -2.442 -0.228
H: 1.916 1.393 1.202
H: 0.841 1.302 -1.051

E   -340.6815 hartree
ΔE to the lowest compared entry with this formula, charge and spin   3.086 eV
Gap between HOMO and LUMO   9.2 eV
HOMO energy   -8.329 eV

---

C4H6N2O | wB97M-V/def2-TZVPD

CARTESIAN COORDINATES (ANGSTROEM)
N: 0.283 2.319 -0.440
C: 0.133 0.990 -0.148
N: 0.176 0.510 1.045
C: 0.133 -0.925 0.898
O: -0.689 -1.499 1.878
C: -0.202 -1.194 -0.562
C: -0.071 -0.033 -1.204
H: 0.077 2.960 0.312
H: 0.021 2.632 -1.360
H: 1.174 -1.286 1.003
H: -0.568 -2.456 1.840
H: -0.382 -2.175 -0.990
H: -0.084 0.155 -2.273

E   -340.7473 hartree
ΔE to the lowest compared entry with this formula, charge and spin   1.296 eV
Gap between HOMO and LUMO   9.7 eV
Structure (SMILES)   NC1=N[C@@H](O)C=C1
HOMO energy   -8.936 eV

---

C4H6N2O | wB97M-V/def2-TZVPD

CARTESIAN COORDINATES (ANGSTROEM)
N: -2.190 0.546 -0.488
C: -0.867 0.110 -0.284
C: -0.412 -1.172 -0.411
N: 0.913 -1.214 -0.012
C: 1.328 0.123 0.261
O: 2.381 0.515 1.055
C: 0.220 0.919 0.107
H: -2.837 -0.075 -0.016
H: -2.309 1.475 -0.103
H: -0.927 -2.005 -0.876
H: 1.395 -2.095 -0.173
H: 3.137 0.899 0.597
H: 0.169 1.974 0.343

E   -340.7391 hartree
ΔE to the lowest compared entry with this formula, charge and spin   1.520 eV
Gap between HOMO and LUMO   8.3 eV
Structure (SMILES)   Nc1c[nH]c(O)c1
HOMO energy   -7.408 eV

---

C4H6N2O | wB97M-V/def2-TZVPD

CARTESIAN COORDINATES (ANGSTROEM)
C: 1.086 -1.122 -1.500
C: 0.231 -0.119 -0.761
O: 0.547 -0.245 0.648
C: 0.055 0.619 1.497
N: -0.833 1.583 1.197
C: -1.212 0.789 2.427
N: -2.014 0.459 3.225
H: 0.877 -2.136 -1.148
H: 0.873 -1.073 -2.572
H: 2.147 -0.910 -1.344
H: -0.837 -0.326 -0.897
H: 0.441 0.908 -1.084
H: -1.362 1.574 0.312

E   -340.6061 hartree
ΔE to the lowest compared entry with this formula, charge and spin   5.137 eV
Gap between HOMO and LUMO (alpha / beta)   8.8 / 8.8 eV
HOMO energy (alpha / beta)   -8.692 / -8.691 eV

---

C4H6N2O | wB97M-V/def2-TZVPD

CARTESIAN COORDINATES (ANGSTROEM)
H: -2.645 1.006 1.039
N: -1.754 1.478 0.519
C: -0.983 0.620 -0.028
C: -1.421 -0.825 -0.326
O: -2.741 -1.047 -0.214
N: 0.245 0.807 -0.741
C: 1.486 0.086 -0.473
C: 1.844 -0.661 0.754
H: -0.417 -1.586 -0.656
H: 0.699 1.688 -0.560
H: 2.113 0.382 -1.540
H: 2.688 -1.333 0.825
H: 0.885 -0.617 1.401

E   -340.5871 hartree
ΔE to the lowest compared entry with this formula, charge and spin   5.656 eV
Gap between HOMO and LUMO   8.9 eV
Structure (SMILES)   [H]/N=C(\C=O)NC=C
HOMO energy   -9.493 eV

---

C4H6N2O | wB97M-V/def2-TZVPD

CARTESIAN COORDINATES (ANGSTROEM)
C: -0.263 -0.118 1.457
C: -0.495 1.134 -0.331
C: 0.813 0.709 1.337
C: 0.232 -1.483 -1.845
N: -1.105 0.171 0.374
N: 0.668 1.479 0.256
O: -0.962 -1.886 -1.392
H: -0.386 -0.812 2.256
H: -0.996 1.717 -1.119
H: 1.474 0.869 2.117
H: 0.839 -2.392 -2.032
H: 1.405 1.717 -0.350
H: -1.223 -1.105 -0.728

E   -340.6344 hartree
ΔE to the lowest compared entry with this formula, charge and spin   4.368 eV
Gap between HOMO and LUMO   9.0 eV
HOMO energy   -8.049 eV